Formula: C4H16N2O2S
Source: the Open Molecules 2025 dataset
Level of theory: ωB97M-V with the def2-TZVPD basis set

```
25
Properties=species:S:1:pos:R:3:forces:R:3
C 0.98926 -0.81125 -1.69900 3.03 0.92 -1.15
N 0.55374 0.61805 -1.72590 -0.80 -1.05 0.47
C -0.32956 1.10834 -0.61443 1.45 4.33 -3.96
C 0.47055 1.29120 0.69149 1.64 2.24 0.49
S -0.45136 2.44565 1.91768 0.05 -0.37 -0.26
C -1.82627 0.70528 -0.54184 -0.01 0.68 -0.18
N -2.10505 -0.58038 0.08778 0.40 2.26 2.98
H 0.42354 -1.57112 -1.10401 0.07 1.05 -0.56
H 2.09616 -0.81974 -1.28739 -2.29 -0.42 -0.72
H 1.10460 -1.08980 -2.79195 -0.40 -0.29 1.22
H 0.68162 1.16879 -2.62684 -0.70 -1.33 2.18
H -0.37966 2.27995 -1.11077 -0.27 -2.56 1.87
H 1.55107 1.81725 0.56850 -2.69 -0.86 -0.53
H 0.80912 0.43741 1.28642 -1.11 -0.38 -0.10
H -1.37562 3.17246 1.18369 1.02 -0.82 0.02
H -2.23815 1.58436 0.06361 -0.09 -1.49 -0.71
H -2.31767 0.75210 -1.59125 1.02 -0.04 1.64
H -1.49623 -0.69765 0.98066 -1.36 0.13 -2.09
H -1.93108 -1.31644 -0.51911 0.57 -1.62 -1.21
H -1.14141 -2.54819 1.42376 1.01 0.10 0.78
H -0.35631 -2.16263 2.73241 -0.19 -0.28 0.98
O -0.30986 -2.10435 1.77675 -0.47 -0.06 -1.56
H 2.04186 -1.83577 1.25373 0.31 0.91 -0.25
H 2.79705 -0.47054 0.91153 -0.31 2.09 0.90
O 2.73966 -1.37300 0.73449 0.12 -3.15 -0.28
```
Positions in Å, forces in eV/Å.

As for the electronic energy: -22314.4565 eV. Its relative energy (zero: lowest compared OMol25 entry of this formula, charge and spin) is 54.6 kcal/mol. The expectation value of S² is 0.750. The HOMO energy (alpha / beta) comes out at 0.5 / -5.1 eV. Its charge is -1. The spin multiplicity is 2. As for the LUMO energy (alpha / beta): 2.9 / 2.9 eV.

What are the natural (NBO) partial charges on each atom? They are as follows, in elementary charge units: number 1, C, carries -0.458; number 2, N, carries -0.710; number 3, C, carries -0.047; number 4, C, carries -0.522; number 5, S, carries -0.162; number 6, C, carries -0.239; number 7, N, carries -0.899; number 8, H, carries 0.214; number 9, H, carries 0.205; number 10, H, carries 0.174; number 11, H, carries 0.386; number 12, H, carries 0.171; number 13, H, carries 0.216; number 14, H, carries 0.235; number 15, H, carries 0.121; number 16, H, carries 0.182; number 17, H, carries 0.192; number 18, H, carries 0.394; number 19, H, carries 0.344; number 20, H, carries 0.374; number 21, H, carries 0.350; number 22, O, carries -1.470; number 23, H, carries 0.497; number 24, H, carries 0.458; number 25, O, carries -1.006